1.
73
Properties=species:S:1:pos:R:3 method="wB97M-V/def2-TZVPD" s_squared=8.770 orbital_gap_ev="6.47 / 7.73" spin_multiplicity=6 charge=+2
Ru -0.112 -0.313 -0.257
C -0.500 -4.837 -0.052
C -0.055 -3.709 -0.730
N -0.444 -2.583 -0.116
N -1.169 -2.986 0.958
C -1.206 -4.326 1.017
B -1.855 -2.009 1.934
N -0.797 -1.132 2.657
C -0.783 -0.778 3.992
C 0.158 0.149 4.220
C 0.830 0.408 2.896
N 0.148 -0.469 1.970
N -2.792 -1.042 1.157
C -4.132 -0.993 1.194
C -4.550 0.120 0.489
C -3.366 0.710 0.056
N -2.297 0.017 0.470
H -0.347 -5.872 -0.311
H 0.515 -3.683 -1.647
H -1.750 -4.827 1.805
H -2.490 -2.627 2.742
H -1.471 -1.251 4.680
H 0.442 0.582 5.168
H 1.900 0.174 2.946
H -4.700 -1.746 1.723
H -5.560 0.457 0.322
H -3.248 1.614 -0.520
N 2.649 -1.810 -1.654
C 3.323 -0.932 -0.892
N 4.638 -1.037 -0.942
C 5.316 -0.161 -0.205
N 6.642 -0.228 -0.208
N 4.738 0.801 0.551
C 3.433 0.817 0.519
N 2.613 -0.002 -0.173
C 2.859 1.853 1.425
C 3.431 2.238 2.558
C 2.640 2.930 3.582
C 1.317 2.744 3.597
C 0.685 1.905 2.499
N 1.493 2.390 1.259
H 3.196 -2.546 -2.072
H 1.686 -1.991 -1.469
H 7.104 -0.928 -0.763
H 7.180 0.429 0.329
H 4.451 1.932 2.754
H 3.139 3.472 4.377
H 0.695 3.102 4.409
H -0.366 2.095 2.335
C -1.063 3.553 0.101
N -0.309 2.435 -0.501
C 1.090 2.550 -0.217
C -0.498 2.547 -1.970
C 0.174 1.508 -2.844
N -0.226 0.104 -2.623
C 0.540 -0.722 -3.579
C -1.666 -0.091 -2.929
H -0.660 4.516 -0.241
H -1.041 3.533 1.187
H -2.105 3.500 -0.199
H 1.484 3.539 -0.478
H 1.634 1.808 -0.775
H 1.621 3.367 1.541
H -0.138 3.525 -2.315
H -1.572 2.540 -2.144
H 1.259 1.557 -2.757
H -0.061 1.797 -3.875
H 0.291 -0.432 -4.604
H 0.281 -1.773 -3.447
H 1.609 -0.595 -3.422
H -1.865 0.124 -3.985
H -2.291 0.547 -2.319
H -1.938 -1.125 -2.726

***

2.
112
Properties=species:S:1:pos:R:3 method="wB97M-V/def2-TZVPD" s_squared=0.755 orbital_gap_ev="6.81 / 1.67" spin_multiplicity=2 charge=+1
C 4.545 2.211 -2.618
O 5.045 1.567 -3.808
C 3.947 1.225 -4.675
C 4.492 0.927 -6.065
N 5.188 2.081 -6.680
C 5.762 1.711 -7.984
C 6.823 2.680 -8.515
O 7.346 2.125 -9.728
C 8.463 2.818 -10.388
H 3.944 3.099 -2.813
H 5.348 2.530 -1.953
H 3.932 1.555 -1.999
H 3.183 1.996 -4.777
H 3.466 0.290 -4.389
H 3.641 0.625 -6.676
H 5.207 0.114 -5.935
H 5.919 2.387 -6.053
H 4.973 1.630 -8.732
H 6.254 0.752 -7.824
H 7.586 2.766 -7.741
H 6.277 3.586 -8.782
H 9.109 2.073 -10.851
H 9.244 3.323 -9.821
H 8.121 3.419 -11.230
C 0.333 2.247 -3.076
O -0.202 3.416 -2.472
C 0.141 3.529 -1.108
C -1.038 2.925 -0.247
N -1.152 1.507 -0.286
C -2.006 1.095 0.818
C -2.455 -0.397 0.624
O -1.314 -1.230 0.926
C -1.590 -2.644 0.942
H -0.070 2.112 -4.080
H 0.071 1.335 -2.540
H 1.416 2.344 -2.996
H 0.255 4.570 -0.807
H 1.131 3.101 -0.949
H -1.853 3.491 -0.699
H -0.913 3.330 0.757
H -1.629 1.313 -1.155
H -2.925 1.675 0.901
H -1.531 1.219 1.791
H -2.860 -0.508 -0.381
H -3.306 -0.620 1.268
H -2.381 -2.934 1.633
H -0.712 -3.290 0.928
H -2.035 -2.865 -0.028
C -2.698 -1.365 4.339
O -4.072 -1.235 4.698
C -4.932 -2.094 3.981
C -6.256 -2.354 4.649
N -6.923 -1.279 5.379
C -8.242 -1.643 5.916
C -9.180 -0.448 6.260
O -8.600 0.388 7.247
C -9.097 1.683 7.454
H -2.113 -1.003 5.185
H -2.469 -0.842 3.411
H -2.364 -2.400 4.270
H -4.398 -3.036 3.861
H -5.017 -1.860 2.920
H -6.083 -3.240 5.260
H -6.892 -2.677 3.825
H -6.305 -0.740 5.969
H -8.192 -2.283 6.797
H -8.789 -2.206 5.160
H -10.171 -0.832 6.501
H -9.421 0.089 5.342
H -9.172 2.127 8.447
H -10.093 1.740 7.014
H -8.522 2.422 6.897
C 1.436 2.662 6.109
C 0.739 1.622 5.223
O 0.819 2.205 3.922
O 1.486 2.270 7.412
H 1.082 3.692 6.077
H 2.486 2.776 5.838
H -0.329 1.603 5.437
H 1.174 0.628 5.328
H 0.797 1.399 3.401
H 1.861 2.948 7.978
C 2.091 0.171 0.424
C 1.987 -0.333 1.876
O 0.664 -0.256 2.424
O 1.033 -0.311 -0.348
H 3.079 0.173 -0.036
H 1.907 1.235 0.573
H 2.642 0.226 2.545
H 2.354 -1.359 1.911
H 0.012 -0.617 1.819
H 0.257 0.161 -0.039
C 2.449 -4.089 1.054
C 2.604 -4.755 -0.293
O 2.648 -6.193 -0.111
O 3.678 -4.029 1.724
H 1.737 -4.548 1.740
H 2.082 -3.074 0.902
H 3.461 -4.422 -0.878
H 1.741 -4.620 -0.947
H 3.545 -6.524 -0.190
H 4.066 -4.893 1.885
C -1.323 -2.605 -3.944
C -0.770 -1.801 -2.742
O 0.458 -2.374 -2.331
O -0.424 -2.610 -5.058
H -2.251 -2.212 -4.359
H -1.454 -3.667 -3.740
H -1.393 -1.717 -1.851
H -0.578 -0.767 -3.031
H 0.551 -2.115 -1.412
H 0.414 -3.001 -4.802

***

3.
54
Properties=species:S:1:pos:R:3 method="wB97M-V/def2-TZVPD" s_squared=3.753 orbital_gap_ev="3.08 / 8.45" spin_multiplicity=4 charge=-1
Ti -0.367 0.112 1.425
Cl -2.329 0.796 3.034
Cl 1.045 2.469 1.657
C 1.362 -1.349 -2.537
C 1.410 -0.711 -1.150
C 2.700 0.076 -0.943
O 3.898 -0.662 -1.168
C 4.281 -1.525 -0.124
N 0.287 0.257 -0.958
H 0.461 -1.936 -2.684
H 2.225 -2.031 -2.583
H 1.584 -0.636 -3.334
H 1.218 -1.522 -0.444
H 2.739 0.543 0.050
H 2.794 0.890 -1.664
H 5.282 -1.893 -0.359
H 3.643 -2.417 -0.050
H 4.296 -0.974 0.821
H 0.540 1.200 -1.258
H -0.422 0.022 -1.648
C -4.235 3.997 -3.894
C -5.100 2.993 -3.156
C -4.869 2.884 -1.657
O -3.610 2.283 -1.463
C -3.145 2.407 -0.123
N -6.505 3.309 -3.398
H -3.184 3.704 -3.870
H -4.291 4.988 -3.431
H -4.515 4.094 -4.943
H -4.859 2.010 -3.587
H -5.647 2.285 -1.173
H -4.909 3.905 -1.250
H -2.826 3.426 0.100
H -2.315 1.709 -0.022
H -3.887 2.047 0.597
H -7.176 2.571 -3.284
H -6.706 3.868 -4.207
C 1.619 -0.894 3.895
C 1.789 -1.779 2.670
C 2.459 -3.097 3.018
O 3.770 -2.891 3.492
C 4.594 -3.995 3.261
N 0.451 -1.943 2.033
H 0.856 -1.264 4.586
H 1.418 0.159 3.682
H 2.535 -0.893 4.498
H 2.392 -1.259 1.924
H 2.410 -3.796 2.170
H 1.851 -3.624 3.774
H 4.794 -4.224 2.209
H 4.270 -4.915 3.762
H 5.572 -3.761 3.697
H 0.534 -2.647 1.291
H -0.179 -2.362 2.716

***

4.
14
Properties=species:S:1:pos:R:3 method="wB97M-V/def2-TZVPD" smiles="N[C@H](C=O)CC=O" orbital_gap_ev=10.31
O -0.665 -1.187 -1.328
C 0.364 -1.184 -0.719
C 0.513 -0.705 0.651
C 0.192 0.829 0.555
C -1.205 1.211 0.069
O -1.570 2.066 -0.716
N 1.914 -0.952 1.316
H 1.290 -1.441 -1.222
H -0.200 -1.289 1.318
H 0.472 1.258 1.532
H 0.896 1.186 -0.211
H -2.090 0.577 0.371
H 2.418 -0.113 1.408
H 2.508 -1.451 0.613

***

5.
13
Properties=species:S:1:pos:R:3 method="wB97M-V/def2-TZVPD" orbital_gap_ev=6.73
N 0.095 1.454 1.335
C -0.186 1.302 0.053
N 0.717 1.518 -0.890
H 0.992 1.815 1.631
H -0.399 0.768 1.900
H -1.204 1.079 -0.227
H 0.444 1.388 -1.843
H 1.681 1.451 -0.640
C -0.389 -2.241 -0.392
S -1.102 -1.255 1.016
H -0.037 -3.192 0.001
H -1.097 -2.393 -1.200
H 0.487 -1.693 -0.745

***

6.
227
Properties=species:S:1:pos:R:3 method="wB97M-V/def2-TZVPD" orbital_gap_ev=6.30 charge=+7
C -0.313 0.055 -0.060
C 0.234 0.814 -1.237
C 0.268 -0.212 -2.446
O -0.540 1.953 -1.388
H 0.359 -0.802 -0.020
H -1.315 -0.286 -0.322
H -0.276 0.506 0.932
H 1.294 1.053 -1.150
H 0.760 0.066 -3.378
H -0.709 -0.637 -2.677
H 0.887 -1.056 -2.142
C 3.250 9.668 1.701
C 3.094 8.272 1.094
C 2.948 7.160 2.080
N 3.000 5.729 1.367
C 4.339 5.481 0.628
C 1.775 5.434 0.382
C 1.432 3.998 0.581
C 2.347 3.385 1.670
C 2.891 4.635 2.340
H 2.956 10.535 1.109
H 4.190 9.877 2.211
H 2.486 9.671 2.478
H 3.941 8.124 0.424
H 2.190 8.241 0.486
H 2.036 7.191 2.675
H 3.786 7.168 2.777
H 4.997 6.047 1.287
H 4.177 6.021 -0.305
H 4.546 4.420 0.484
H 1.983 5.676 -0.661
H 0.852 6.004 0.489
H 1.410 3.317 -0.269
H 0.450 4.044 1.052
H 3.089 2.848 1.078
H 1.794 2.709 2.322
H 3.868 4.476 2.794
H 2.211 4.835 3.168
C -3.209 2.157 1.222
C -2.297 2.908 2.265
C -2.545 2.585 3.679
N -2.350 3.762 4.708
C -3.277 4.957 4.237
C -0.864 4.260 4.947
C -0.643 4.042 6.485
C -2.054 3.903 7.206
C -2.989 3.365 6.060
H -4.273 2.326 1.383
H -2.944 1.107 1.351
H -2.827 2.301 0.212
H -2.416 3.963 2.016
H -1.237 2.699 2.120
H -1.905 1.783 4.047
H -3.582 2.257 3.752
H -3.697 5.562 5.040
H -4.112 4.591 3.640
H -2.644 5.542 3.570
H -0.814 5.317 4.685
H -0.216 3.685 4.285
H 0.014 4.857 6.787
H -0.108 3.105 6.638
H -2.518 4.826 7.555
H -2.085 3.223 8.058
H -3.996 3.638 6.374
H -2.959 2.277 6.123
C -4.888 2.939 -4.324
C -3.528 3.754 -4.453
C -2.772 4.228 -3.231
N -1.426 4.918 -3.505
C -0.408 4.141 -4.347
C -1.715 6.250 -4.285
C -0.660 7.269 -3.720
C -0.663 7.019 -2.234
C -0.842 5.461 -2.092
H -4.822 2.011 -3.756
H -5.208 2.548 -5.290
H -5.763 3.486 -3.972
H -3.660 4.636 -5.080
H -2.894 3.119 -5.072
H -2.728 3.577 -2.358
H -3.463 4.950 -2.795
H -0.314 3.124 -3.966
H 0.590 4.551 -4.191
H -0.778 4.192 -5.371
H -1.453 5.999 -5.313
H -2.698 6.681 -4.095
H 0.356 7.049 -4.049
H -0.832 8.235 -4.194
H 0.135 7.492 -1.662
H -1.557 7.448 -1.781
H 0.143 4.994 -2.053
H -1.349 4.970 -1.261
C -0.064 -2.586 -5.544
C 1.181 -2.895 -6.450
C 0.873 -4.274 -7.149
N 1.729 -4.601 -8.361
C 3.267 -4.488 -8.275
C 1.309 -3.715 -9.546
C 1.580 -4.623 -10.763
C 1.798 -6.099 -10.348
C 1.280 -5.988 -8.841
H -0.051 -1.515 -5.339
H 0.050 -3.057 -4.568
H -1.012 -2.846 -6.015
H 2.100 -2.817 -5.870
H 1.074 -2.055 -7.137
H -0.160 -4.506 -7.409
H 1.121 -5.084 -6.463
H 3.610 -3.468 -8.100
H 3.632 -4.954 -9.190
H 3.439 -5.112 -7.398
H 1.777 -2.730 -9.524
H 0.237 -3.580 -9.401
H 2.454 -4.166 -11.226
H 0.632 -4.569 -11.299
H 2.804 -6.507 -10.259
H 1.171 -6.769 -10.936
H 1.749 -6.788 -8.269
H 0.192 -6.000 -8.901
C -1.945 -6.664 5.237
C -1.348 -5.815 4.136
C -0.359 -4.654 4.551
N -1.038 -3.212 4.878
C -1.742 -3.406 6.195
C 0.052 -2.168 5.024
C 0.118 -1.580 3.597
C -1.188 -1.933 2.726
C -2.040 -2.615 3.759
H -3.020 -6.499 5.318
H -1.330 -6.413 6.101
H -1.773 -7.698 4.940
H -2.105 -5.495 3.421
H -0.678 -6.502 3.618
H 0.049 -4.399 3.573
H 0.428 -4.845 5.280
H -2.228 -2.464 6.451
H -0.926 -3.597 6.891
H -2.483 -4.194 6.062
H -0.463 -1.504 5.719
H 1.002 -2.579 5.365
H 0.312 -0.515 3.726
H 0.963 -1.822 2.953
H -1.678 -1.148 2.150
H -0.852 -2.685 2.012
H -2.723 -2.002 4.347
H -2.634 -3.348 3.213
C 3.483 -2.046 -3.445
C 2.474 -2.852 -2.487
C 3.085 -4.190 -2.169
N 2.212 -5.101 -1.356
C 0.846 -5.377 -1.973
C 2.063 -4.632 0.131
C 3.202 -5.187 0.991
C 3.927 -6.081 0.092
C 2.943 -6.400 -1.044
H 3.252 -1.001 -3.647
H 3.621 -2.459 -4.445
H 4.439 -1.804 -2.979
H 1.470 -2.829 -2.911
H 2.400 -2.329 -1.534
H 4.046 -4.113 -1.661
H 3.339 -4.698 -3.100
H 0.187 -6.185 -1.656
H 1.121 -5.486 -3.022
H 0.104 -4.608 -1.762
H 1.163 -5.200 0.366
H 1.845 -3.564 0.121
H 2.850 -5.474 1.983
H 3.966 -4.506 1.366
H 4.212 -7.027 0.554
H 4.804 -5.667 -0.405
H 2.252 -7.165 -0.691
H 3.356 -6.742 -1.992
C 2.555 1.092 6.040
C 3.193 1.097 4.675
C 4.252 -0.016 4.455
N 4.670 -0.359 2.928
C 5.776 -1.431 2.845
C 5.170 0.843 2.068
C 5.117 0.497 0.618
C 3.961 -0.626 0.539
C 3.546 -0.877 2.018
H 2.106 0.100 6.100
H 1.956 1.968 6.288
H 3.177 1.212 6.927
H 3.767 2.023 4.654
H 2.477 1.288 3.875
H 4.019 -1.048 4.719
H 5.178 0.156 5.004
H 6.527 -1.029 3.525
H 6.168 -1.527 1.832
H 5.377 -2.392 3.170
H 6.093 1.215 2.515
H 4.520 1.687 2.299
H 6.038 0.015 0.287
H 4.903 1.393 0.035
H 4.216 -1.492 -0.072
H 3.014 -0.321 0.094
H 3.338 -1.902 2.324
H 2.666 -0.307 2.314
C -4.063 0.201 -1.651
C -4.254 -0.998 -0.669
C -5.679 -1.077 -0.068
N -5.999 -2.249 0.920
C -5.320 -1.966 2.257
C -7.466 -2.403 1.444
C -7.612 -3.915 1.649
C -6.474 -4.660 1.013
C -5.780 -3.629 0.159
H -4.339 1.079 -1.067
H -4.663 0.177 -2.561
H -3.003 0.355 -1.853
H -3.535 -0.832 0.133
H -3.922 -1.946 -1.093
H -6.420 -1.138 -0.864
H -5.976 -0.162 0.445
H -5.534 -2.877 2.814
H -5.701 -1.074 2.755
H -4.234 -2.015 2.170
H -7.717 -1.781 2.303
H -8.070 -1.999 0.632
H -7.659 -4.154 2.712
H -8.574 -4.309 1.322
H -5.946 -4.995 1.906
H -6.706 -5.577 0.471
H -4.758 -3.959 -0.024
H -6.129 -3.539 -0.869